one.
{
  "formula": "C2H2F2",
  "method": "wB97M-V/def2-TZVPD",
  "elements": ["C", "H", "C", "F", "H", "F"],
  "xyz": [[-0.5190, -0.7908, 0.3176], [-1.2829, -1.2717, -0.1836], [0.3366, -0.1950, 0.8993], [0.0161, 2.1767, -1.1851], [0.1957, 3.1067, -1.3317], [1.3231, 0.3434, 1.4800]],
  "lumo_energy_ev": 0.8,
  "homo_lumo_gap_ev": 11.0,
  "smiles": "C#CF.F"
}

---

two.
{
  "formula": "C2H2F2",
  "method": "wB97M-V/def2-TZVPD",
  "elements": ["F", "C", "F", "H", "H", "C"],
  "xyz": [[-0.4883, 0.7674, 0.9915], [-0.1105, 0.0898, -0.0195], [0.1645, -1.2744, 0.2097], [0.9048, 1.6465, -1.5063], [0.6423, -0.7020, -1.6961], [0.3384, 0.5133, -1.2485]],
  "lumo_energy_ev": 0.7,
  "homo_lumo_gap_ev": 10.5,
  "smiles": "C=C(F)F"
}

---

Which structure above is the least stable? It is two.